Record 1
6 unconnected molecules or ions with the total composition C51H88BF15N5O19 in a non-equilibrium geometry. Source: the Open Molecules 2025 dataset; level of theory: wB97M-V/def2-TZVPD.

Summary:
* LUMO level: -4.16 eV
* orbital gap: 6.235 eV
* E_HOMO: -10.394 eV
* net charge: +1

Last column: Mulliken charge in e.
Element x y z (Å)
H  -3.22088  13.17367  -1.72647  0.32
C  -2.24042  12.75543  -1.97614  -0.83
H  4.96452  -3.13157  -3.99372  0.28
O  -1.27907  2.33732  7.99057  -0.48
C  -0.01032  1.06277  0.88050  -1.00
C  8.60148  -2.97698  -0.40468  -0.59
H  2.39875  -3.25096  -3.16471  0.21
C  -4.84022  5.39465  1.80960  0.55
C  0.76855  -6.47999  -7.62939  -0.68
H  -0.38906  10.61718  -3.12467  0.16
H  2.40836  6.78043  1.48363  0.39
F  0.32660  3.10722  2.05136  -0.15
H  -2.43367  -9.02624  -3.08834  0.17
C  -3.15521  10.75386  -2.81522  -0.65
H  -4.99222  2.23694  -1.32864  0.57
N  -7.09190  0.19492  4.13411  -0.54
C  2.55143  -4.18095  -3.72620  -0.57
F  -5.78215  4.63940  2.46249  -0.30
H  -1.50282  13.13060  -1.26721  0.24
H  0.38476  -6.33227  -8.64379  0.34
H  -0.00085  -6.93828  -6.99784  0.24
B  -0.84750  0.34539  -1.43858  0.34
H  -0.39703  -11.77380  -4.47083  0.40
N  -1.17987  0.87684  -0.02891  1.33
H  1.30694  8.79348  -2.48193  0.40
C  -0.25851  3.33472  7.99205  -0.46
C  -6.24167  1.06981  4.72339  -0.47
H  1.42767  -7.23891  -1.63966  0.23
C  0.13897  -4.32146  -6.92827  -0.64
H  1.28752  -5.62581  -4.75333  -0.01
N  -3.46251  0.99902  -0.57584  -0.10
H  -0.39084  1.03201  6.62753  -0.04
C  -3.81188  2.39186  1.91206  -0.41
C  3.05869  3.65613  1.31905  0.79
H  8.74376  -5.04345  -1.06825  0.11
F  3.05430  3.61741  2.68496  -0.19
H  -2.24947  -1.25824  1.34238  0.07
C  2.45795  5.00848  0.78320  0.21
O  -0.04599  -8.62437  -2.07629  -0.34
H  1.70552  2.03171  4.26696  0.26
O  -1.65210  9.23573  -4.04412  -0.49
H  -1.55508  -12.74743  -2.64636  0.41
C  -2.56268  0.47043  2.65736  -0.04
H  -2.65419  -1.56500  3.16493  0.38
F  -4.91493  5.07674  -0.54451  -0.38
C  -3.61883  -11.27345  -1.43360  -0.78
C  6.88354  -7.43478  -1.30087  -0.80
O  -0.35840  8.72751  -1.30185  -0.36
F  4.36817  3.56535  0.91894  -0.28
H  8.85865  -2.49076  -1.35358  0.38
H  6.27295  -8.24554  -0.88960  0.33
C  0.73491  2.44682  0.91331  1.35
C  -0.66084  -1.25106  -1.53060  -0.68
C  -4.96167  1.59732  2.65870  0.79
C  -0.04527  0.30886  8.65010  -0.69
C  6.59776  -1.90024  0.21232  -0.84
H  4.71559  -2.70917  -5.70532  0.24
O  1.29430  0.77972  8.62220  -0.24
C  -0.51515  -8.01557  -3.27182  -0.29
H  2.02176  -0.42298  10.14432  0.33
H  8.99134  -2.37824  0.42614  0.36
N  -3.10529  3.13594  -1.59050  -0.42
H  0.77879  -5.19341  -3.13312  0.13
C  -0.81903  -11.06105  -3.75721  -0.35
F  2.87827  1.28514  1.34285  -0.30
O  1.20029  -5.25264  -7.07450  -0.27
H  0.28752  -7.96253  -4.01783  0.34
H  8.30294  -7.34363  0.70521  0.37
O  6.88876  -6.32466  -0.42642  -0.16
C  1.04600  2.82224  4.62720  -0.46
H  -3.84235  -10.63409  -0.57998  0.23
H  -0.02402  -0.76578  8.43016  0.40
H  0.27560  9.65860  -4.43365  0.41
H  -0.82621  7.68582  0.37815  0.36
H  5.52089  -2.05620  0.27961  0.21
C  -6.88952  0.03934  2.80706  -0.56
H  0.02220  -3.79617  -7.88428  0.44
C  -2.38654  1.14945  0.36308  -1.60
H  7.90520  -7.78550  -1.48255  0.33
O  -1.28997  -9.97270  -4.55060  -0.48
H  -1.33348  -1.68047  -2.31202  0.42
H  -2.53203  8.75726  -2.21534  0.00
H  -0.48982  0.46727  9.63896  0.36
H  -0.24158  -2.48343  -5.92977  0.40
O  1.05709  2.79593  6.03632  -0.42
H  0.71486  7.21171  -0.36826  0.27
O  2.43202  5.17132  -0.40960  -0.45
H  6.70851  -7.06863  1.46855  0.40
H  -0.83988  -1.73445  -0.52922  0.24
C  -4.03979  2.36395  -0.73824  -0.15
F  -2.87881  4.99496  0.53377  -0.11
C  0.23236  8.60247  -2.58999  -0.52
F  -4.39555  8.36044  3.07193  -0.22
H  -1.94106  13.07026  -2.98177  0.35
F  2.64670  2.30023  -0.59081  -0.30
H  0.08229  7.59171  -2.98657  0.32
H  -3.70611  3.72898  -2.17885  0.37
C  1.20134  -4.79016  -4.05775  0.15
N  -2.56244  1.59275  1.69622  1.62
H  1.94804  -8.64489  -2.63096  0.33
C  1.30540  -8.31491  -1.80716  -0.67
O  9.26429  -4.92734  0.94617  -0.48
C  -4.19493  4.63681  0.57264  0.61
C  -5.88603  0.69296  1.98722  -0.41
F  -3.84222  5.63157  2.75463  -0.31
H  6.45811  -7.11588  -2.25243  0.22
F  -6.08201  7.07344  3.80199  -0.22
H  -0.00324  -10.74882  -3.10400  0.12
H  -1.44565  0.97890  -3.12285  0.31
C  -0.36830  9.61350  -3.55108  -0.44
H  2.94421  1.05593  9.78572  0.23
H  0.42007  -1.46917  -1.76890  0.15
H  -0.84160  6.72682  -1.11184  0.25
H  0.58851  3.03159  8.60804  0.18
O  1.97206  5.93573  1.70908  -0.43
H  0.03564  2.62570  4.25075  0.07
C  -5.57372  7.75450  2.75250  0.60
H  -0.79627  -4.83964  -6.68284  0.34
H  7.28185  -4.55654  1.47171  0.11
C  1.94390  0.63327  9.87113  -0.81
H  -4.15227  0.30277  -0.28440  0.35
C  -1.68335  -8.79877  -3.84684  -0.55
H  1.40260  1.18264  10.64960  0.35
H  -0.70908  4.20337  8.47974  0.43
C  0.17542  3.75857  6.59991  -0.39
H  -2.78449  -11.91751  -3.64525  0.36
C  8.01759  -5.36174  1.48288  -0.31
H  3.69530  -1.95388  -4.46879  0.32
H  -5.52903  2.96194  0.71933  0.55
H  -0.84317  -6.99919  -3.01883  0.32
O  -2.26038  11.34513  -1.88327  -0.22
H  -5.84453  0.50459  0.89559  0.20
H  -3.74304  -12.32022  -1.14114  0.33
O  3.29193  -3.93263  -4.91182  -0.27
C  -5.15161  1.79537  4.09985  -0.57
C  -2.73694  9.32627  -3.12360  -0.14
H  -2.17149  -8.16752  -4.59531  0.45
O  0.28066  0.13140  1.54150  -0.32
C  0.45929  -3.31816  -5.83343  -0.36
H  -1.81513  0.46588  7.48310  0.41
O  -0.66975  1.16102  -2.55215  -0.64
H  -7.57259  -0.67267  2.27935  0.37
H  -3.17933  11.33318  -3.74584  0.36
H  3.13239  -4.88248  -3.11485  0.47
H  -3.53777  3.20965  2.63803  0.07
C  9.22138  -4.36325  -0.36186  -0.33
O  0.25270  -3.82895  -4.51696  -0.43
H  1.62426  -7.15325  -7.66754  0.23
O  7.18271  -3.06491  -0.33504  -0.21
H  -3.57627  8.83368  -3.62302  0.42
C  4.21748  -2.87619  -4.75104  -0.74
C  -4.41400  3.07319  0.62604  -0.64
H  -4.31591  -11.02537  -2.24242  0.34
F  -6.43548  8.75716  2.42575  -0.25
H  1.60346  -8.85085  -0.90639  0.31
H  6.98244  -1.71871  1.22248  0.36
H  10.26660  -4.27128  -0.66942  0.41
O  -2.28724  -11.02223  -1.83663  -0.26
C  2.30130  2.37275  0.73784  0.70
C  -0.31369  7.52159  -0.57048  -0.62
H  1.40613  3.78487  4.25791  0.40
F  0.21964  3.18330  -0.14414  -0.34
F  -6.62177  6.79174  0.86170  -0.29
H  -2.74035  2.45260  -2.26515  0.01
H  -6.39713  1.25387  5.81595  0.38
H  8.22192  -5.58866  2.53291  0.40
H  -4.15466  10.75332  -2.36242  0.42
H  -0.71243  3.88366  5.96684  0.16
H  -2.57097  0.74063  3.73648  0.48
C  -2.49627  -0.83375  2.33910  -0.98
C  -1.91961  -11.77131  -2.98835  -0.56
C  -0.88147  1.02404  7.60285  -0.05
C  7.48347  -6.62611  0.83042  -0.63
H  0.71629  4.71079  6.65774  0.44
H  6.79705  -1.03383  -0.42610  0.34
H  1.46134  -2.90178  -5.94207  0.16
H  -4.49984  2.49454  4.66976  0.46
F  -4.47736  7.53102  0.67461  -0.20
C  -5.38281  6.84460  1.44651  0.60

Record 2
13 unconnected molecules or ions with the total composition C6H35NO13 in a non-equilibrium geometry. Source: the Open Molecules 2025 dataset; level of theory: wB97M-V/def2-TZVPD.

Summary:
* LUMO level: 0.01 eV
* orbital gap: 8.826 eV
* energy relative to the best compared isomer or geometry (same formula, charge and spin): 133.3 kcal per mole
* E_HOMO: -8.820 eV

Last column: Mulliken charge in e.
Element x y z (Å)
H  -3.90376  1.21887  0.87051  0.37
O  0.08249  0.78964  -1.74662  -0.39
O  2.01049  2.90965  -3.01895  -0.63
H  -1.82687  3.19205  -0.43116  0.37
C  -1.80013  -0.28361  2.86980  -0.20
C  -2.92462  0.95433  1.27892  0.00
H  3.76848  2.60815  -1.50712  0.25
O  -1.04770  3.79588  -0.71626  -0.72
O  0.50542  -2.06511  0.34173  -0.38
H  1.59174  -4.56546  -0.90862  0.31
H  2.45892  0.64927  -3.99104  0.31
H  3.22459  0.54493  0.66934  0.25
H  0.02492  -1.04008  4.75078  0.50
N  -2.98358  0.08744  2.22009  -0.49
H  -1.53560  -1.77179  0.40076  0.31
H  0.89135  3.98051  2.02099  0.24
H  -1.59143  -2.15957  -1.90597  0.46
H  -1.32339  -1.17034  -3.63389  0.31
H  -0.56559  3.06459  -1.13022  0.35
H  0.71302  0.50358  -2.41266  0.28
H  -4.29328  -0.87837  -1.80474  0.27
H  -2.01495  1.57239  0.99432  -0.26
O  -1.36532  -0.16621  -3.68295  -0.57
H  0.89302  0.41934  4.84298  0.29
H  -0.07838  3.18956  1.20933  0.29
H  2.46585  -0.86497  -3.07078  0.24
H  3.09122  1.32661  -1.69070  0.44
O  0.50749  3.09480  1.92074  -0.55
C  0.35892  -0.26206  4.04814  -1.08
H  1.33941  -1.71392  0.02623  0.15
O  -1.25881  -2.81940  -2.52629  -0.78
H  0.78388  0.54999  1.24247  -0.07
H  -0.50070  1.52883  2.99018  0.40
H  -2.09441  0.12912  -4.06943  0.20
H  2.31390  -0.87834  3.47081  0.64
H  2.01756  1.48245  2.24502  0.62
O  -3.39459  -0.87845  -1.35931  -0.54
H  -1.84166  -1.30247  3.43218  0.25
H  1.20828  -1.61371  2.51290  -0.27
O  2.67418  -0.12055  1.09237  -0.63
H  1.37333  3.55050  -3.18872  0.29
H  -2.43273  -3.20909  0.79175  0.27
C  -0.76463  0.45899  3.28894  0.10
H  -3.35872  -1.48393  -0.68413  0.33
H  0.53096  -3.45873  -0.41135  0.46
H  -0.74983  0.38928  -2.01191  0.34
O  3.75385  1.81025  -1.19403  -0.62
C  1.70094  0.52000  1.98774  0.02
O  -2.20593  -2.48223  0.10441  -0.73
O  0.66181  -4.45976  -0.48169  -0.68
O  2.27424  0.07249  -3.15059  -0.69
H  0.57115  -2.52049  1.19304  0.36
C  1.43867  -0.63986  3.01474  -0.55
H  1.60985  2.00360  -3.06408  0.26
H  -0.98331  -3.58859  -2.03802  0.31

Record 3
A molecular structure, C2H6ClLi2O2 in a non-equilibrium geometry. Source: the Open Molecules 2025 dataset; level of theory: wB97M-V/def2-TZVPD.

Summary:
* LUMO level: 1.92 eV
* orbital gap: 6.499 eV
* E_HOMO: -4.578 eV
* net charge: -1

Last column: Mulliken charge in e.
Element x y z (Å)
H  0.76093  3.01323  -1.25756  0.23
Li  1.50024  -0.87954  -0.77060  0.85
H  2.10988  1.96291  -1.80105  0.28
C  1.13284  1.97869  -1.27965  -0.71
Li  -0.72561  0.51822  0.42886  0.80
O  -0.20677  -1.43910  0.15693  -0.83
H  -0.05781  -2.99929  1.58199  0.23
Cl  -2.93676  1.43865  0.64382  -0.94
H  0.45477  1.48602  -2.01548  0.22
H  -1.68744  -2.64535  1.06190  0.24
O  1.16983  1.27697  -0.07643  -0.90
H  -0.81167  -1.53677  2.11371  0.17
C  -0.70246  -2.17465  1.21355  -0.63

Record 4
A molecular structure, C5H10NO in a non-equilibrium geometry. Source: the Open Molecules 2025 dataset; level of theory: wB97M-V/def2-TZVPD.

Summary:
* LUMO level: 1.36 eV
* orbital gap: 3.502 eV
* energy relative to the best compared isomer or geometry (same formula, charge and spin): 167.6 kcal per mole
* E_HOMO: -2.146 eV
* net charge: -1

Last column: Mulliken charge in e.
Element x y z (Å)
H  0.77368  3.57502  -0.63650  0.11
O  0.95500  3.93087  1.47875  -0.87
H  0.41949  -1.61149  0.01370  0.18
C  0.60487  -2.23333  1.15601  -0.34
H  0.40226  -0.06281  1.02701  0.39
H  -1.39134  -0.25542  -0.28554  0.21
H  1.43564  -2.97430  1.16976  0.24
H  -1.20100  0.44500  -2.01997  0.28
N  -1.27060  -2.93613  -1.50129  -0.66
C  1.02179  -0.88835  0.89019  -0.50
H  -0.30299  -2.49580  1.70165  0.26
C  -1.27590  -1.69500  -1.80684  0.43
C  0.54834  3.22311  0.45814  -0.12
H  1.16659  2.16798  0.43780  -0.21
H  2.16106  -0.70885  0.85990  0.25
H  -0.50669  3.05465  0.56314  0.14
C  -1.18285  -0.41110  -1.38948  -0.79

Record 5
A molecular structure, C28H29NO5PS3V in a non-equilibrium geometry. Source: the Open Molecules 2025 dataset; level of theory: wB97M-V/def2-TZVPD.

Summary:
* LUMO level (alpha / beta): -4.32 / -3.70 eV
* expectation value of S²: 0.78
* orbital gap (alpha / beta): 6.713 / 7.435 eV
* multiplicity: 2
* E_HOMO (alpha / beta): -11.034 / -11.136 eV
* net charge: +1

Last column: Mulliken charge in e.
Element x y z (Å)
C  -4.00175  2.01871  -1.66703  0.02
C  -1.62856  5.65016  -2.18420  -0.93
C  -1.71252  -3.27271  2.58206  -0.64
H  -0.17524  -1.02173  -3.54279  0.56
P  3.62088  -0.56489  1.13033  1.29
C  0.29094  4.42714  -2.94989  -0.95
O  0.21791  1.53936  0.64659  -0.21
H  0.64943  -0.10329  -2.29028  -0.12
C  -5.22314  1.49124  0.75592  -0.95
H  4.54325  -4.02006  3.38952  0.34
H  1.43739  -1.49811  -3.05062  0.53
C  -1.11703  -2.36635  1.74318  0.85
O  -1.20825  0.94443  -1.25037  -0.06
H  -5.94748  1.80709  -2.53187  0.42
H  -2.18268  -5.86314  0.43790  0.42
H  5.40396  2.55280  2.22544  0.27
O  4.11995  -1.96056  1.66059  -0.35
C  3.19432  -3.01539  2.04188  0.01
C  -5.36424  1.77671  -1.62132  -1.04
C  -1.72964  2.14827  -0.67308  2.58
H  -1.85140  0.64482  -1.90358  0.39
H  6.72891  -0.19461  1.83885  0.30
H  -2.21393  6.55929  -2.15814  0.42
S  -0.69987  -0.75559  2.31224  -0.31
V  0.67043  -0.08879  0.64012  0.40
C  -2.05278  4.54070  -1.46732  -0.40
H  2.56840  -2.63375  2.85015  0.36
H  2.56257  -3.23809  1.17797  0.13
H  -0.13290  6.45984  -3.48937  0.42
H  1.20769  4.38078  -3.52231  0.43
H  -5.69630  1.29326  1.70831  0.44
C  -0.55091  -3.29546  -2.24472  -0.99
H  -3.53554  2.25867  -2.61706  0.47
C  0.49063  -1.10110  -2.68097  -1.76
C  -1.87990  -4.89539  0.81569  -0.90
C  -0.46035  5.59406  -2.92954  -0.45
H  -1.90426  -2.99364  3.61007  0.51
C  -3.85431  1.72373  0.71066  -0.45
H  -7.04593  1.33831  -0.36128  0.43
C  5.88274  0.46572  2.01433  -0.22
C  -2.08759  -4.55099  2.11931  -0.71
C  -1.08916  -4.24878  -1.44186  -0.90
N  -0.22468  -1.79314  -0.40850  1.26
H  -0.42905  -3.45599  -3.30680  0.55
H  7.03237  2.10052  2.74898  0.39
O  -1.26876  2.95329  1.58728  -0.49
S  2.30997  0.25037  2.37973  -0.40
C  -0.11160  -2.06598  -1.70262  1.18
S  2.62732  -0.72941  -0.59430  -0.56
H  -1.40342  -5.20408  -1.84387  0.45
C  -5.97970  1.51544  -0.40428  -0.42
C  4.00627  -4.21245  2.46214  -1.43
C  -3.23358  1.99464  -0.50221  -0.33
C  -1.31287  3.36461  -1.50109  -0.43
C  -0.99896  2.28837  0.65607  -0.29
H  -3.28824  1.70177  1.63074  0.42
H  5.40493  0.17392  2.95107  0.40
H  -2.96017  4.59535  -0.88057  0.50
C  -0.85879  -2.72026  0.40308  -0.59
O  4.94796  0.21916  0.90675  -0.27
H  6.65941  2.20295  1.02533  0.31
H  -2.55201  -5.24652  2.80440  0.42
C  6.26156  1.92067  1.99895  -1.17
H  3.34212  -5.06263  2.62016  0.41
H  0.46227  2.41268  -2.25076  0.25
C  -1.27109  -3.97441  -0.06978  0.92
C  -0.13015  3.31813  -2.23243  -0.07
H  4.72513  -4.47965  1.68901  0.34

Record 6
6 unconnected molecules or ions with the total composition H14NO5 in a non-equilibrium geometry. Source: the Open Molecules 2025 dataset; level of theory: wB97M-V/def2-TZVPD.

Summary:
* LUMO level: -2.63 eV
* orbital gap: 12.281 eV
* energy relative to the best compared isomer or geometry (same formula, charge and spin): 12.6 kcal per mole
* E_HOMO: -14.914 eV
* net charge: +1

Last column: Mulliken charge in e.
Element x y z (Å)
O  -4.29358  -0.70995  0.08352  -0.64
H  0.26783  -3.31998  -1.39449  0.31
H  0.85180  -0.96138  -0.76388  0.39
H  3.52622  1.50841  -1.94402  0.32
H  -0.90349  -3.10703  -0.33657  0.31
O  -0.24396  -2.72048  -0.89785  -0.64
N  0.91931  -0.01725  -0.37347  -0.27
H  1.67235  0.95300  2.54326  0.32
O  2.31544  1.09056  1.86099  -0.67
H  -1.83757  1.43387  1.02499  0.33
H  3.15461  1.17725  2.34762  0.33
H  -2.68286  0.30222  0.52344  0.34
O  2.74483  1.88110  -1.49683  -0.67
H  -0.01605  0.38569  -0.23796  0.31
H  -4.74509  -1.18854  -0.61234  0.30
H  3.05622  2.77520  -1.35162  0.30
O  -1.75351  0.55576  0.69803  -0.69
H  -4.93212  -0.61516  0.75998  0.30
H  1.46379  0.63960  -0.94663  0.37
H  1.43582  -0.06288  0.51383  0.34

Q: Number 2 is which compound?
A: C6H35NO13